Record 1
This record from the Open Molecules 2025 dataset describes 27 unconnected molecules or ions with the total composition C73H211N11O38 at a distorted geometry. The level of theory is the ωB97M-V functional and the def2-TZVPD basis.

```
! wB97M-V def2-TZVPD RIJCOSX def2/J DEFGRID3
* xyz 0 1
O -4.28 -5.15 0.30
H -3.50 -4.99 -0.23
H -4.00 -4.94 1.20
O -4.15 -4.59 3.18
H -4.86 -5.25 3.23
H -4.61 -3.72 3.01
O 3.79 -1.35 -1.20
H 3.80 -0.43 -0.80
H 3.21 -1.25 -1.95
O -3.11 4.61 -6.85
H -3.69 4.87 -6.13
H -2.36 4.24 -6.39
O 2.33 -0.74 -3.77
H 3.08 -0.76 -4.35
H 1.75 -1.44 -4.13
O 0.40 -5.37 -1.12
H 1.28 -5.37 -1.56
H 0.48 -5.70 -0.23
O 2.59 0.94 0.26
H 1.70 0.71 -0.06
H 2.70 1.91 0.33
O -1.62 -1.13 -6.08
H -1.82 -0.19 -6.10
H -2.13 -1.59 -5.41
O -1.94 3.06 -0.57
H -2.57 2.78 0.12
H -2.06 2.38 -1.27
C 1.21 4.13 1.21
O 2.60 3.75 1.46
H 0.66 4.33 2.14
H 1.24 5.03 0.59
H 0.68 3.39 0.54
H 2.78 3.23 2.25
C -2.43 -5.87 -2.82
O -2.16 -4.67 -2.09
H -3.51 -5.90 -3.00
H -1.89 -5.95 -3.78
H -2.14 -6.76 -2.23
H -1.32 -4.74 -1.61
C -4.65 -2.91 -3.65
O -3.25 -2.76 -3.68
H -5.02 -2.53 -4.61
H -4.98 -3.93 -3.72
H -5.16 -2.34 -2.87
H -2.86 -3.34 -2.97
C -2.39 6.66 -0.61
O -3.14 5.51 -0.20
H -2.44 6.76 -1.69
H -2.82 7.58 -0.20
H -1.33 6.62 -0.31
H -2.67 4.72 -0.52
C 3.91 -2.22 2.55
O 3.21 -2.37 3.77
H 4.35 -1.23 2.48
H 4.75 -2.90 2.50
H 3.35 -2.36 1.65
H 2.60 -1.65 3.82
C 3.56 0.89 -6.87
O 4.22 -0.09 -6.02
H 4.14 1.86 -6.91
H 3.47 0.48 -7.89
H 2.58 1.11 -6.42
H 5.14 -0.21 -6.28
C -0.16 -3.49 -4.40
O 0.70 -2.57 -5.11
H -0.70 -3.09 -3.52
H -0.78 -4.08 -5.09
H 0.52 -4.24 -3.93
H 0.16 -1.88 -5.46
C -3.27 0.15 -2.52
O -2.15 1.05 -2.61
C -0.94 0.41 -3.04
C 0.16 0.62 -2.01
N -0.02 -0.10 -0.75
C 0.08 -1.51 -0.78
C 0.27 -2.17 0.55
O -0.77 -1.86 1.50
C -2.06 -2.48 1.33
H -3.36 -0.45 -3.40
H -4.21 0.73 -2.37
H -3.13 -0.56 -1.71
H -0.67 0.95 -3.95
H -1.18 -0.62 -3.27
H 0.15 1.68 -1.77
H 1.17 0.37 -2.36
H -0.98 0.14 -0.49
H 0.98 -1.76 -1.39
H -0.86 -1.98 -1.18
H 1.16 -1.81 1.06
H 0.32 -3.26 0.46
H -2.02 -3.56 1.44
H -2.48 -2.26 0.34
H -2.70 -2.04 2.08
C -1.56 1.09 2.80
O -2.94 1.35 2.64
C -3.40 2.65 2.83
C -4.75 2.73 2.11
N -4.56 2.45 0.64
C -5.66 2.97 -0.17
C -7.03 2.37 0.08
O -7.10 1.13 -0.55
C -8.41 0.55 -0.62
H -1.19 1.54 3.73
H -0.98 1.41 1.94
H -1.50 -0.01 2.91
H -2.78 3.39 2.28
H -3.44 2.91 3.90
H -5.15 3.74 2.21
H -5.41 2.01 2.61
H -4.60 1.45 0.59
H -5.49 2.69 -1.21
H -5.71 4.03 -0.06
H -7.78 3.08 -0.30
H -7.30 2.27 1.13
H -9.11 1.12 -1.21
H -8.83 0.45 0.40
H -8.29 -0.42 -1.07
C -5.91 2.29 -4.62
O -4.80 2.02 -5.39
C -4.76 0.76 -6.07
C -3.59 0.88 -7.04
N -2.39 1.43 -6.43
C -1.41 1.85 -7.42
C -0.12 2.07 -6.67
O -0.35 2.98 -5.59
C 0.70 3.13 -4.63
H -5.94 1.78 -3.67
H -6.89 2.03 -5.07
H -5.93 3.37 -4.43
H -5.68 0.57 -6.64
H -4.54 -0.07 -5.33
H -3.91 1.57 -7.81
H -3.40 -0.09 -7.55
H -2.67 2.23 -5.84
H -1.77 2.72 -7.95
H -1.19 1.07 -8.13
H 0.61 2.53 -7.38
H 0.18 1.10 -6.29
H 1.12 2.17 -4.25
H 0.32 3.80 -3.87
H 1.57 3.63 -5.09
C 13.84 3.85 1.20
O 13.20 3.09 0.20
C 11.82 3.21 0.20
C 11.11 2.50 1.35
N 9.74 2.17 1.04
C 8.77 3.27 1.38
C 7.41 2.78 1.03
O 7.11 1.64 1.89
C 6.07 0.83 1.42
H 14.92 3.71 1.07
H 13.62 3.44 2.23
H 13.50 4.88 1.08
H 11.45 2.79 -0.72
H 11.46 4.24 0.23
H 11.32 3.06 2.26
H 11.68 1.50 1.39
H 9.43 1.48 1.72
H 9.10 4.14 0.83
H 8.81 3.58 2.41
H 7.36 2.48 -0.04
H 6.70 3.56 1.25
H 5.13 1.37 1.51
H 5.98 -0.09 2.03
H 6.11 0.61 0.35
C -1.83 -3.13 4.96
O -1.46 -1.77 4.77
C -0.31 -1.56 5.57
C 0.49 -0.32 5.29
N 1.22 -0.34 3.98
C 1.76 0.99 3.60
C 3.16 1.16 4.14
O 3.53 2.51 3.87
C 4.86 2.91 4.18
H -1.02 -3.84 4.79
H -2.56 -3.39 4.23
H -2.14 -3.37 5.97
H 0.35 -2.44 5.46
H -0.68 -1.47 6.59
H 1.12 -0.19 6.16
H -0.19 0.59 5.26
H 0.59 -0.63 3.25
H 1.13 1.76 4.03
H 1.71 1.15 2.52
H 3.76 0.43 3.67
H 3.19 1.07 5.27
H 4.87 3.98 4.00
H 5.66 2.49 3.60
H 5.01 2.68 5.23
C -2.96 4.15 -3.54
O -3.75 5.04 -4.33
C -4.61 5.88 -3.56
C -5.26 6.95 -4.48
N -4.24 7.79 -5.12
C -3.13 8.36 -4.38
C -2.07 8.97 -5.29
O -1.65 8.06 -6.31
C -1.13 6.82 -5.86
H -2.15 4.74 -2.99
H -2.42 3.45 -4.19
H -3.55 3.59 -2.77
H -4.04 6.45 -2.83
H -5.37 5.27 -3.00
H -5.94 7.60 -3.90
H -5.85 6.39 -5.25
H -3.87 7.22 -5.86
H -2.63 7.60 -3.73
H -3.45 9.09 -3.66
H -1.24 9.27 -4.70
H -2.49 9.81 -5.87
H -0.91 6.21 -6.73
H -1.76 6.23 -5.17
H -0.17 7.00 -5.32
C 5.90 0.86 -2.66
O 5.13 1.88 -2.14
C 3.85 1.83 -2.80
C 2.95 2.97 -2.29
N 3.36 4.21 -2.98
C 2.48 5.30 -2.49
C 2.80 6.53 -3.23
O 2.36 6.39 -4.59
C 2.68 7.43 -5.42
H 6.20 1.13 -3.71
H 5.45 -0.13 -2.64
H 6.84 0.76 -2.09
H 3.42 0.89 -2.50
H 3.96 1.93 -3.87
H 3.02 3.10 -1.24
H 1.92 2.69 -2.55
H 3.27 4.08 -4.00
H 2.74 5.36 -1.45
H 1.43 5.02 -2.61
H 3.91 6.69 -3.27
H 2.32 7.39 -2.74
H 3.69 7.86 -5.10
H 1.98 8.27 -5.49
H 2.85 7.00 -6.44
C -2.83 0.85 6.97
O -1.98 0.52 8.02
C -1.87 1.52 8.95
C -0.79 1.15 9.93
N 0.48 1.22 9.23
C 1.67 1.16 10.14
C 1.65 0.00 11.12
O 1.53 -1.23 10.48
C 1.37 -2.38 11.21
H -3.51 1.60 7.30
H -3.24 -0.06 6.53
H -2.27 1.41 6.18
H -2.85 1.64 9.50
H -1.64 2.49 8.53
H -0.99 0.21 10.44
H -0.74 1.82 10.76
H 0.58 0.46 8.59
H 1.77 2.02 10.81
H 2.56 1.12 9.48
H 0.82 0.09 11.88
H 2.53 0.07 11.78
H 1.36 -3.29 10.58
H 0.55 -2.38 11.96
H 2.26 -2.50 11.87
C -1.95 -8.55 4.91
O -1.62 -8.16 3.61
C -2.10 -6.89 3.11
C -1.37 -6.63 1.81
N 0.10 -6.40 1.75
C 0.68 -5.41 2.72
C 2.16 -5.53 2.83
O 2.37 -6.63 3.66
C 3.75 -6.85 3.74
H -1.68 -9.57 5.06
H -3.03 -8.48 5.18
H -1.43 -7.91 5.62
H -2.02 -6.15 3.88
H -3.15 -7.00 2.84
H -1.78 -5.78 1.27
H -1.58 -7.50 1.18
H 0.60 -7.25 1.97
H 0.27 -5.66 3.70
H 0.29 -4.42 2.53
H 2.64 -4.60 3.23
H 2.57 -5.68 1.75
H 4.23 -5.84 3.83
H 4.09 -7.33 2.81
H 3.97 -7.57 4.52
C -7.02 -2.87 6.56
O -6.80 -2.22 5.28
C -5.47 -1.70 5.10
C -5.31 -1.06 3.77
N -5.55 -1.98 2.66
C -5.71 -1.20 1.43
C -6.18 -2.08 0.27
O -7.46 -2.61 0.68
C -7.88 -3.47 -0.38
H -6.17 -3.53 6.84
H -7.98 -3.41 6.41
H -7.17 -2.11 7.33
H -4.77 -2.56 5.24
H -5.27 -0.94 5.84
H -4.30 -0.72 3.65
H -5.99 -0.19 3.70
H -6.49 -2.34 2.83
H -4.72 -0.86 1.15
H -6.36 -0.35 1.58
H -5.49 -2.89 0.07
H -6.37 -1.42 -0.56
H -7.20 -4.32 -0.41
H -7.96 -3.05 -1.37
H -8.86 -3.80 -0.07
C 6.17 -5.64 0.01
O 4.74 -5.71 -0.01
C 4.11 -4.47 -0.39
C 3.85 -4.46 -1.87
N 3.06 -5.73 -2.24
C 2.92 -5.89 -3.73
C 4.23 -6.37 -4.40
O 4.65 -7.61 -3.72
C 3.98 -8.75 -4.21
H 6.42 -5.07 0.92
H 6.55 -5.15 -0.88
H 6.48 -6.71 0.12
H 4.70 -3.55 -0.11
H 3.19 -4.48 0.16
H 4.80 -4.36 -2.35
H 3.27 -3.58 -2.11
H 3.60 -6.55 -1.97
H 2.63 -4.93 -4.18
H 2.14 -6.65 -3.90
H 4.97 -5.62 -4.09
H 4.20 -6.51 -5.51
H 4.43 -9.61 -3.79
H 4.06 -8.84 -5.31
H 2.93 -8.57 -3.95
*
```

The calculated total energy comes out at -173304.126 eV. Its HOMO energy is -8.5 eV. The calculation puts the gap between HOMO and LUMO at 9.028 eV. The calculation puts the lowest unoccupied orbital energy at 0.4789 eV.


Record 2
This record from the Open Molecules 2025 dataset describes a single C26H36N2O2 molecule. The level of theory is the ωB97M-V functional and the def2-TZVPD basis.

```
! wB97M-V def2-TZVPD RIJCOSX def2/J DEFGRID3
* xyz 0 1
C 5.98 1.18 -1.31
N 5.29 2.23 -0.58
C 6.10 3.42 -0.49
C 3.98 2.50 -1.14
C 2.96 1.43 -0.72
C 1.53 1.99 -0.82
C 0.43 0.96 -0.53
C 0.43 0.46 0.91
C -0.40 -0.81 1.10
C -1.88 -0.62 0.77
C -2.65 -1.96 0.92
N -4.02 -1.82 0.49
C -4.18 -2.04 -0.93
C -4.95 -2.62 1.26
C -2.56 0.34 1.73
O -2.13 0.57 2.84
C -3.86 0.90 1.27
C -4.08 1.36 -0.02
C -5.32 1.85 -0.39
C -6.36 1.87 0.53
C -6.14 1.42 1.82
C -4.90 0.95 2.20
C 3.04 0.22 -1.64
O 3.05 0.34 -2.84
C 2.97 -1.12 -0.99
C 2.29 -2.13 -1.67
C 2.14 -3.38 -1.11
C 2.70 -3.65 0.13
C 3.42 -2.67 0.79
C 3.55 -1.41 0.24
H 5.39 0.27 -1.29
H 6.94 0.98 -0.82
H 6.18 1.45 -2.36
H 7.05 3.17 -0.02
H 6.32 3.87 -1.48
H 5.59 4.16 0.12
H 3.64 3.47 -0.75
H 4.00 2.57 -2.24
H 3.17 1.15 0.31
H 1.39 2.37 -1.83
H 1.43 2.83 -0.12
H -0.53 1.44 -0.75
H 0.54 0.12 -1.21
H 0.06 1.24 1.58
H 1.45 0.22 1.22
H 0.01 -1.60 0.47
H -0.32 -1.12 2.15
H -2.00 -0.28 -0.25
H -2.11 -2.74 0.35
H -2.63 -2.24 1.97
H -5.20 -1.78 -1.22
H -3.50 -1.41 -1.48
H -4.00 -3.09 -1.22
H -4.79 -3.71 1.14
H -5.97 -2.39 0.93
H -4.86 -2.36 2.31
H -3.27 1.38 -0.74
H -5.48 2.21 -1.39
H -7.33 2.23 0.24
H -6.95 1.45 2.54
H -4.72 0.61 3.21
H 1.86 -1.90 -2.64
H 1.59 -4.15 -1.64
H 2.59 -4.63 0.57
H 3.87 -2.89 1.75
H 4.13 -0.66 0.76
*
```

The calculated total energy comes out at -34621.177 eV. The SMILES is CN(C)C[C@@H](CCCC[C@@H](CN(C)C)C(=O)c1ccccc1)C(=O)c1ccccc1. Its HOMO energy is -8.3 eV. The calculation puts the gap between HOMO and LUMO at 8.710 eV. The calculation puts the lowest unoccupied orbital energy at 0.3767 eV.


Record 3
This record from the Open Molecules 2025 dataset describes 2 unconnected molecules or ions with the total composition C3H9NO2 at a distorted geometry. The level of theory is the ωB97M-V functional and the def2-TZVPD basis.

```
! wB97M-V def2-TZVPD RIJCOSX def2/J DEFGRID3
* xyz 1 2
C 2.16 0.77 1.03
C 0.88 1.34 0.57
O 0.34 0.93 -0.46
N 0.27 2.22 1.37
H 2.81 1.43 1.60
H 2.72 0.31 0.21
H -0.59 2.65 1.04
H 0.65 2.66 2.20
H 1.85 -0.07 1.65
C -1.91 -2.33 -1.27
O -1.19 -1.42 -2.12
H -1.82 -0.84 -2.57
H -2.73 -2.75 -1.86
H -1.18 -3.10 -1.02
H -2.24 -1.82 -0.37
*
```

The calculated total energy comes out at -8832.344 eV. Its HOMO energy (spin up / spin down) is -13.9 / -13.3 eV. The calculation puts the gap between HOMO and LUMO (spin up / spin down) at 9.942 / 3.939 eV. The calculation puts the lowest unoccupied orbital energy (spin up / spin down) at -3.9444 / -9.3561 eV.


Record 4
This record from the Open Molecules 2025 dataset describes 2 unconnected molecules or ions with the total composition C4H12OS2 at a distorted geometry. The level of theory is the ωB97M-V functional and the def2-TZVPD basis.

```
! wB97M-V def2-TZVPD RIJCOSX def2/J DEFGRID3
* xyz -1 2
C 0.14 0.18 1.60
C -0.12 1.49 2.37
C 1.42 0.28 0.78
S 1.58 -0.99 -0.53
S 2.11 0.24 -2.31
C 0.45 0.71 -2.92
H -0.62 0.09 0.81
H 0.08 -0.70 2.23
H -0.37 2.27 1.67
H 0.84 1.70 2.85
H -0.84 1.37 3.19
H 2.28 0.14 1.46
H 1.58 1.26 0.33
H 0.71 1.14 -3.88
H -0.19 1.41 -2.36
H -0.03 -0.27 -2.97
H -3.38 -4.08 -0.45
H -2.51 -3.09 -1.29
O -3.13 -3.16 -0.58
*
```

The calculated total energy comes out at -28059.892 eV. Its HOMO energy (spin up / spin down) is 0.1 / -3.5 eV. The calculation puts the gap between HOMO and LUMO (spin up / spin down) at 3.126 / 6.629 eV. The calculation puts the lowest unoccupied orbital energy (spin up / spin down) at 3.2050 / 3.1582 eV.


Record 5
This record from the Open Molecules 2025 dataset describes 14 unconnected molecules or ions with the total composition C4H36NO14S at a distorted geometry. The level of theory is the ωB97M-V functional and the def2-TZVPD basis.

```
! wB97M-V def2-TZVPD RIJCOSX def2/J DEFGRID3
* xyz -1 1
C -1.31 -0.36 -0.51
N -0.99 -1.85 -0.57
C 0.34 -2.44 -0.47
C 0.26 -3.89 0.01
S 1.91 -4.44 0.72
C 1.17 -2.42 -1.77
O 2.43 -1.82 -1.48
H -0.40 0.10 -0.13
H -1.45 0.01 -1.58
H -2.14 -0.09 0.07
H -1.26 -1.94 -1.59
H 0.98 -1.89 0.24
H -0.09 -4.79 -0.40
H -0.42 -3.88 0.96
H 2.39 -3.24 1.16
H 1.39 -3.43 -2.13
H 0.74 -1.87 -2.57
H -1.70 2.36 2.97
H -0.04 1.08 1.69
O -1.11 1.99 2.31
H 0.50 0.51 4.53
H -0.25 1.49 3.73
O -0.40 0.79 4.34
H -1.63 2.08 -0.68
H -1.47 2.92 -1.89
O -1.19 2.07 -1.57
H 1.87 0.75 -2.68
H 2.38 2.24 -3.06
O 1.77 1.51 -3.22
H -2.97 -3.10 -0.03
H -3.04 -3.75 1.24
O -3.63 -3.57 0.49
H 2.40 3.67 -1.71
H 3.17 2.59 -0.82
O 3.23 3.11 -1.62
H 0.57 4.36 -1.24
H 0.41 2.91 -1.85
O 0.76 3.81 -2.03
H -2.56 -0.03 3.39
H -2.01 0.43 2.11
O -2.70 -0.18 2.43
H -1.13 0.58 -3.29
H -2.23 -0.27 -3.95
O -1.39 -0.31 -3.51
H -0.89 -1.84 2.77
H 0.62 -2.29 2.82
O -0.16 -2.18 2.25
H 3.11 1.11 0.91
H 1.85 1.78 0.92
O 2.91 2.07 0.94
H -1.07 4.25 0.27
H -0.77 2.91 1.25
O -0.42 3.57 0.48
H 0.26 -0.39 1.82
H 2.60 -1.21 -2.22
O 0.79 0.44 1.73
*
```

The calculated total energy comes out at -45722.132 eV. Its HOMO energy is -6.1 eV. The calculation puts the gap between HOMO and LUMO at 8.678 eV. The calculation puts the lowest unoccupied orbital energy at 2.5368 eV.